# 1
Computed, not measured: 2 unconnected molecules or ions with the total composition C4H9INO2, with wB97M-V/def2-TZVPD.

The geometry in XYZ format:
```
17
Properties=species:S:1:pos:R:3
C -0.7227 2.4789 -0.4381
C -0.4791 2.8318 0.8968
C 0.8977 -0.3667 0.4868
C 0.2730 -1.2110 -0.5555
N 0.1079 0.0695 1.6935
O 0.6021 2.7712 0.2587
O -0.9928 -0.5793 -1.0391
I -1.0685 3.2622 2.7898
H -0.8449 1.4486 -0.8827
H -1.1564 3.3315 -1.0801
H 1.3803 0.5905 0.1472
H 1.9742 -0.8640 0.7459
H 1.0570 -1.2134 -1.2821
H -0.0169 -2.1808 -0.1151
H 0.6409 0.0874 2.5013
H -0.9425 -0.1844 1.8718
H -1.3882 -1.2675 -1.5749
```

As for the LUMO energy: -5.273 eV. As for the charge: +1. Its energy above the lowest of the compared OMol25 structures with the same formula, charge and spin is 315.0 kJ/mol.

---

# 2
Computed, not measured: C3H8P2 in the gas phase, with wB97M-V/def2-TZVPD.

The geometry in XYZ format:
```
13
Properties=species:S:1:pos:R:3
C -1.9431 -1.5404 1.4809
C 1.2917 1.6751 -1.0700
C 0.0089 -0.7175 -0.3621
P -0.8909 -0.3272 1.3121
P 1.7941 -0.0536 -0.3416
H -2.6300 -1.3912 2.3110
H -2.1513 -2.4975 0.9299
H 2.1786 2.3679 -1.1267
H 0.6343 2.1680 -0.3677
H 0.8457 1.6048 -2.0548
H -0.2938 -1.7815 -0.5210
H -0.6175 -0.1928 -1.1333
H 1.7732 0.6859 0.9433
```

As for the LUMO energy: 0.497 eV. Its energy above the lowest of the compared OMol25 structures with the same formula, charge and spin is 63.6 kJ/mol. Its structure (SMILES) is C=PCPC.

---

# 3
Computed, not measured: 2 unconnected molecules or ions with the total composition CH9N2O, with wB97M-V/def2-TZVPD.

The geometry in XYZ format:
```
13
Properties=species:S:1:pos:R:3
O -0.3446 1.6862 -1.7444
H -0.6233 2.5593 -1.4837
H 2.0351 -0.2627 0.7130
H -0.5086 1.5742 -2.6848
N 1.1255 -0.3159 0.2550
C 0.0356 -0.9244 1.1095
N -1.1930 -0.2918 0.7569
H 1.2357 -0.9455 -0.5415
H 0.9523 0.6074 -0.1710
H 0.3184 -0.7242 2.1448
H 0.2010 -2.0027 1.0091
H -1.2022 -0.1139 -0.2438
H -2.0318 -0.8459 0.8810
```

As for the LUMO energy: -3.597 eV. As for the charge: +1. Its energy above the lowest of the compared OMol25 structures with the same formula, charge and spin is 60.4 kJ/mol.

---

# 4
Computed, not measured: a molecular structure, C18H33Br4KO9S2Zn, with wB97M-V/def2-TZVPD.

The geometry in XYZ format:
```
68
Properties=species:S:1:pos:R:3
Zn 0.7560 -4.6708 -0.5283
K -2.0752 -1.9878 -2.1346
C 1.0912 -0.4021 -0.6353
C 0.5018 -1.6250 0.0279
O 0.3046 -2.8211 -0.7335
H 0.7360 0.4623 -0.0771
H 0.7297 -0.4152 -1.6672
H 2.1805 -0.4215 -0.6756
H -0.5226 -1.2941 0.2574
H 0.9431 -1.9099 0.9867
Br -1.8704 1.7013 -2.4832
C -0.6556 3.0987 -3.1543
C 0.7599 2.7963 -2.7507
Br 2.0199 3.9467 -3.6725
H -0.9919 4.0725 -2.8109
H -0.7241 3.0913 -4.2398
H 1.0631 1.7680 -2.9351
H 0.8552 2.8873 -1.6666
Br -1.0716 3.2189 1.1738
C 0.1291 2.2003 2.3531
C 0.9343 3.1412 3.2238
Br 2.7650 3.3496 2.5220
H 0.8345 1.7571 1.6537
H -0.4330 1.4106 2.8397
H 1.2209 2.5338 4.0826
H 0.4279 4.0505 3.5195
O -0.0173 -1.1320 -4.0599
S 0.2527 -0.5059 -5.3337
O 0.1833 0.9102 -5.4745
O 1.7132 -0.9631 -5.7066
C 2.5270 -0.2173 -6.6402
C 2.9626 -1.1400 -7.7748
C -0.7126 -1.3885 -6.6085
H 3.3900 0.1592 -6.0936
H 2.0589 0.6569 -7.0907
H 2.0654 -1.5351 -8.2507
H 3.5619 -1.9913 -7.4502
H 3.6122 -0.5885 -8.4526
H -1.7382 -1.3357 -6.2580
H -0.3398 -2.4084 -6.6686
H -0.4813 -0.9195 -7.5615
O -1.4599 0.1173 4.3529
S -2.8773 -0.0543 4.2154
O -3.7171 1.1012 4.2550
O -3.1274 -0.7804 2.7887
C -2.9326 0.0852 1.6653
C -4.1750 0.1081 0.7913
C -3.5879 -1.3011 5.2626
H -2.0528 -0.2886 1.1385
H -2.8199 1.1383 1.9209
H -4.1790 -0.6647 0.0069
H -4.2202 1.0531 0.2520
H -5.0948 -0.1445 1.3143
H -3.1108 -1.4270 6.2337
H -3.4302 -2.2191 4.7018
H -4.6037 -1.0018 5.5031
C 0.9772 -1.2816 4.1693
C 2.1409 -0.6967 3.9011
C 3.1948 -0.4898 4.9205
O 4.2845 -0.0381 4.6938
C 2.7272 -0.8903 6.2776
C 1.5814 -1.5158 6.5347
C 0.5151 -1.7437 5.5170
O -0.4931 -2.3842 5.6598
H 0.2447 -1.2157 3.3721
H 2.3486 -0.2964 2.9124
H 3.4855 -0.8118 7.0493
H 1.4352 -1.8976 7.5389
```

As for the LUMO energy: -11.393 eV. As for the charge: +2.

---

LUMO of number 3 (CH9N2O)?
-3.597 eV

---

Which value of LUMO does entry 2 give?
0.497 eV

---

The lowest LUMO belongs to which entry?
C18H33Br4KO9S2Zn

---

Which value of LUMO does entry 4 give?
-11.393 eV